Record 1
Formula: C14H54N18O13
Source: the OMol25 dataset
Level of theory: the ωB97M-V functional and the def2-TZVPD basis

Output
HOMO energy ... -0.34252 Eh
Relative energy (zero: lowest compared OMol25 entry of this formula, charge and spin) ... 0.0000 eV
Multiplicity ... 1

Positions of all 99 atoms, in Å:
C 3.959 -2.958 -0.335
C 2.972 -1.957 -0.769
O 1.832 -2.581 -1.290
H 4.508 -2.647 0.556
H 4.638 -3.340 -1.161
H 3.385 -3.920 -0.035
H 3.373 -1.332 -1.538
H 2.646 -1.366 0.121
H 2.114 -2.838 -2.184
C 0.208 4.218 -0.850
O 0.248 4.777 0.449
N 1.064 3.469 -1.493
N -0.872 4.590 -1.546
H 1.811 3.109 -0.875
H 1.095 2.966 -2.456
H -1.595 5.186 -1.146
H -0.981 4.383 -2.579
C 0.493 -4.219 1.559
O 1.245 -5.278 1.127
N 0.477 -3.009 1.000
N -0.411 -4.271 2.577
H 1.049 -2.828 0.125
H 0.170 -2.202 1.586
H -0.441 -4.985 3.289
H -1.011 -3.464 2.726
C -0.645 2.730 3.593
O 0.668 2.564 3.162
N -1.187 3.923 3.761
N -1.475 1.714 3.718
H -0.487 4.657 3.598
H -2.224 4.072 3.948
H -1.042 0.815 3.469
H -2.549 1.732 3.715
C -2.877 -2.683 -0.279
O -4.032 -3.189 -0.833
N -2.870 -1.540 0.376
N -1.722 -3.280 -0.357
H -3.804 -1.180 0.407
H -2.038 -0.892 0.438
H -1.731 -4.168 -0.845
H -0.881 -3.108 0.307
C 3.149 0.048 3.143
O 3.392 0.508 1.857
N 3.819 -0.943 3.738
N 2.160 0.434 3.877
H 4.590 -1.346 3.210
H 3.604 -1.367 4.659
H 2.079 0.074 4.843
H 1.637 1.275 3.606
C -1.244 -2.145 -3.742
O -0.926 -1.741 -4.979
N -0.573 -1.779 -2.687
N -2.339 -2.813 -3.389
H 0.298 -1.261 -2.890
H -0.662 -2.273 -1.775
H -2.963 -2.940 -4.252
H -2.670 -2.902 -2.418
C 0.945 0.852 -3.830
O 1.470 -0.226 -3.096
N 1.716 1.687 -4.486
N -0.177 1.313 -3.704
H 2.619 1.206 -4.674
H 1.469 2.070 -5.476
H -0.841 0.889 -3.064
H -0.621 2.125 -4.092
C -2.753 2.657 0.635
O -3.334 1.582 1.374
N -2.223 3.740 1.137
N -2.459 2.622 -0.663
H -2.096 3.744 2.169
H -1.292 4.016 0.837
H -2.786 1.734 -1.195
H -1.818 3.225 -1.213
C -0.907 -1.419 3.468
O -0.528 -1.642 4.790
N -1.848 -2.050 2.917
N -0.267 -0.479 2.803
H -2.440 -2.621 3.576
H -2.366 -1.880 2.000
H 0.656 -0.256 3.262
H -0.581 -0.018 1.921
C 0.472 0.526 0.117
O -0.973 0.300 0.091
H 0.760 1.444 0.676
H 0.651 0.565 -0.959
H 1.057 -0.345 0.431
H -1.412 0.939 -0.430
C -3.432 0.206 -3.162
O -2.300 0.321 -2.332
H -4.275 -0.391 -2.682
H -3.223 -0.111 -4.222
H -3.865 1.230 -3.214
H -1.868 -0.522 -2.251
C 3.903 1.796 -1.263
O 3.183 2.233 -0.014
H 3.835 2.505 -2.018
H 3.464 0.827 -1.621
H 4.946 1.533 -1.083
H 3.106 1.594 0.672

Record 2
Formula: C14H54N4O13
Source: the OMol25 dataset
Level of theory: the ωB97M-V functional and the def2-TZVPD basis

Output
HOMO energy ... -0.32951 Eh
Relative energy (zero: lowest compared OMol25 entry of this formula, charge and spin) ... 0.0000 eV
Multiplicity ... 1

Positions of all 85 atoms, in Å:
C -10.115 -16.550 13.810
C -8.739 -16.040 14.378
O -8.697 -14.607 14.449
H -10.092 -17.593 13.784
H -10.495 -16.279 12.870
H -10.873 -16.273 14.543
H -7.921 -16.316 13.663
H -8.468 -16.583 15.356
H -8.078 -14.311 15.120
C -10.241 -19.238 4.624
O -10.561 -18.860 5.979
N -9.040 -19.667 4.338
N -11.034 -19.104 3.589
H -8.319 -19.746 5.104
H -8.776 -19.954 3.373
H -12.026 -18.800 3.807
H -10.943 -19.413 2.605
C -11.617 -17.226 9.484
O -10.974 -16.214 10.168
N -11.030 -17.906 8.598
N -12.886 -17.351 9.565
H -10.074 -17.717 8.435
H -11.415 -18.417 7.785
H -13.270 -16.941 10.455
H -13.399 -18.170 9.183
C -13.293 -20.581 7.768
O -13.906 -19.709 8.702
H -12.477 -20.132 7.182
H -14.039 -21.019 7.081
H -12.760 -21.431 8.168
H -14.686 -20.178 9.056
C -12.139 -13.692 8.724
O -13.062 -14.484 9.382
H -12.323 -13.692 7.658
H -11.151 -13.932 8.940
H -12.179 -12.667 8.995
H -12.794 -15.376 9.274
C -8.389 -14.706 10.795
O -8.917 -13.382 10.795
H -8.648 -15.349 9.975
H -8.670 -15.240 11.702
H -7.316 -14.651 10.796
H -9.831 -13.413 10.947
C -7.937 -17.816 7.157
O -8.174 -16.891 8.163
H -8.278 -17.416 6.182
H -8.576 -18.686 7.438
H -6.838 -18.104 7.172
H -7.636 -16.138 7.861
C -14.361 -16.141 6.762
O -13.707 -17.345 6.890
H -15.102 -16.094 7.583
H -14.742 -15.954 5.756
H -13.704 -15.283 6.866
H -13.170 -17.304 7.701
C -13.268 -16.144 12.549
O -14.206 -16.299 11.552
H -13.012 -17.129 12.975
H -13.765 -15.674 13.338
H -12.421 -15.556 12.197
H -14.566 -15.441 11.212
C -10.312 -15.365 6.176
O -11.350 -16.116 5.610
H -9.433 -15.477 5.519
H -10.114 -15.682 7.191
H -10.514 -14.278 6.281
H -10.996 -16.967 5.462
C -7.398 -17.843 11.563
O -7.030 -18.488 10.382
H -6.915 -16.866 11.611
H -7.039 -18.343 12.491
H -8.464 -17.588 11.705
H -7.538 -18.169 9.630
C -11.851 -19.557 12.285
O -12.735 -20.252 11.480
H -12.128 -19.352 13.326
H -11.698 -18.594 11.832
H -10.964 -20.095 12.389
H -12.566 -20.130 10.528
C -9.351 -20.488 10.070
O -10.665 -20.461 9.614
H -9.085 -19.878 10.914
H -8.703 -20.205 9.192
H -9.112 -21.528 10.284
H -10.870 -19.576 9.331

Record 3
Formula: C14H56F2NO18S2
Source: the OMol25 dataset
Level of theory: the ωB97M-V functional and the def2-TZVPD basis

Output
HOMO energy ... -0.26594 Eh
Net charge ... -1
Relative energy (zero: lowest compared OMol25 entry of this formula, charge and spin) ... 4.0650 eV
Multiplicity ... 1

Positions of all 93 atoms, in Å:
N -0.591 -0.006 -1.508
S -1.213 0.460 -0.276
O -2.077 1.647 -0.346
O -0.533 0.184 1.031
F -2.385 -0.610 -0.228
S 0.738 1.072 -1.342
O 1.937 0.379 -0.903
O 0.484 2.469 -1.056
F 1.085 1.173 -2.935
C -4.898 -4.053 2.661
O -3.550 -4.331 2.501
H -5.129 -3.624 3.636
H -5.105 -3.220 1.988
H -5.570 -4.883 2.442
H -3.349 -4.573 1.595
C 4.915 -2.485 -5.011
O 4.060 -3.541 -4.572
H 4.717 -1.531 -4.523
H 5.961 -2.692 -4.787
H 4.730 -2.327 -6.074
H 3.117 -3.405 -4.690
C 1.470 6.124 -4.759
O 2.105 6.599 -5.946
H 0.653 5.423 -4.928
H 2.214 5.497 -4.266
H 1.221 6.804 -3.945
H 1.556 6.325 -6.685
C -8.043 -0.584 -0.068
O -8.486 -1.787 0.507
H -7.187 -0.154 0.451
H -7.695 -0.694 -1.095
H -8.843 0.146 -0.195
H -9.352 -1.609 0.882
C -0.832 -2.634 6.333
O -2.142 -3.042 6.121
H -0.225 -3.528 6.475
H -0.544 -2.022 5.478
H -0.749 -2.014 7.226
H -2.192 -3.388 5.227
C 5.525 2.221 2.768
O 5.695 3.316 3.634
H 5.770 2.432 1.727
H 6.168 1.417 3.125
H 4.499 1.854 2.812
H 6.555 3.740 3.679
C 7.062 -1.907 -0.174
O 7.875 -2.133 1.005
H 7.485 -1.229 -0.915
H 6.943 -2.847 -0.713
H 6.081 -1.534 0.119
H 8.731 -1.713 0.891
C -3.576 -5.716 -1.825
O -2.509 -6.235 -1.053
H -3.778 -4.651 -1.709
H -3.496 -5.989 -2.877
H -4.460 -6.173 -1.380
H -1.747 -5.661 -1.153
C -3.825 1.539 5.337
O -3.967 2.951 5.520
H -4.189 1.002 6.213
H -4.499 1.214 4.544
H -2.770 1.326 5.164
H -4.891 3.093 5.301
C 0.468 3.840 4.821
O -0.239 4.708 5.651
H 0.729 2.972 5.428
H -0.015 3.567 3.883
H 1.338 4.405 4.488
H -1.170 4.476 5.693
C -2.658 2.214 -5.032
O -2.884 0.815 -4.811
H -1.665 2.406 -5.441
H -3.445 2.567 -5.698
H -2.872 2.722 -4.093
H -2.302 0.533 -4.102
C -0.872 -3.484 -4.897
O 0.156 -2.513 -4.671
H -0.887 -3.778 -5.946
H -0.577 -4.372 -4.336
H -1.825 -3.109 -4.525
H -0.074 -1.963 -3.918
C 3.929 7.023 0.414
O 3.427 8.180 1.029
H 3.246 6.703 -0.373
H 4.910 7.117 -0.053
H 3.921 6.243 1.175
H 3.964 8.320 1.813
C 2.040 -3.721 -0.005
O 0.764 -3.742 -0.528
H 2.159 -2.991 0.795
H 2.259 -4.739 0.318
H 2.747 -3.422 -0.779
H 0.472 -2.856 -0.753

Record 4
Formula: C14H56N28O14V
Source: the OMol25 dataset
Level of theory: the ωB97M-V functional and the def2-TZVPD basis

Output
HOMO energy (spin up / spin down) ... -0.40126 / -0.48406 Eh
Net charge ... +2
Relative energy (zero: lowest compared OMol25 entry of this formula, charge and spin) ... 0.0000 eV
<S²> ... 3.75
Multiplicity ... 4

Positions of all 113 atoms, in Å:
V 0.062 -0.332 -0.139
C -0.918 -1.003 -3.412
O -0.430 -0.892 -2.304
N -1.013 -2.038 -4.142
N -1.142 0.058 -4.100
H -1.358 -2.007 -5.091
H -0.650 -2.917 -3.800
H -0.917 0.997 -3.803
H -1.759 -0.085 -4.887
C 2.850 -2.446 -0.401
O 1.908 -1.617 -0.511
N 3.440 -3.131 -1.283
N 3.379 -2.756 0.825
H 3.058 -3.157 -2.217
H 4.014 -3.866 -0.894
H 2.965 -2.486 1.706
H 4.349 -3.025 0.904
C -1.358 2.679 0.045
O -1.119 1.510 0.106
N -2.503 3.277 0.213
N -0.631 3.583 -0.510
H -3.387 2.833 0.416
H -2.482 4.281 0.107
H 0.028 3.368 -1.244
H -1.030 4.510 -0.473
C -3.674 3.284 -3.810
O -3.938 3.628 -4.888
N -3.787 3.991 -2.695
N -3.336 2.044 -3.345
H -3.978 3.653 -1.763
H -4.179 4.902 -2.886
H -3.581 1.962 -2.368
H -3.335 1.372 -4.099
C -2.125 -2.001 4.308
O -0.923 -2.155 4.340
N -2.787 -1.414 5.208
N -2.907 -2.734 3.554
H -2.214 -1.010 5.934
H -3.796 -1.445 5.260
H -3.917 -2.741 3.553
H -2.387 -3.500 3.151
C 0.207 3.474 -3.973
O 0.587 2.956 -2.966
N 0.402 2.978 -5.146
N -0.327 4.644 -4.042
H -0.031 3.546 -5.860
H 0.649 2.000 -5.210
H -0.181 5.281 -4.812
H -0.199 5.153 -3.179
C 6.656 0.104 0.233
O 6.661 0.304 -0.985
N 7.684 -0.242 0.930
N 5.632 -0.066 0.887
H 8.642 -0.227 0.609
H 7.741 -0.686 1.835
H 5.779 0.057 1.878
H 4.892 0.467 0.452
C -0.501 -3.512 1.249
O -0.278 -2.300 1.112
N -0.838 -4.225 0.173
N -0.572 -4.176 2.327
H -1.195 -5.140 0.410
H -0.759 -3.875 -0.771
H -0.405 -5.168 2.241
H -0.512 -3.725 3.229
C 2.690 1.402 -1.066
O 1.609 0.955 -0.817
N 3.460 0.874 -1.919
N 3.181 2.507 -0.408
H 4.455 1.005 -2.031
H 3.084 0.074 -2.408
H 2.782 2.980 0.390
H 3.823 3.007 -1.006
C 1.530 -0.191 2.786
O 0.697 0.129 1.985
N 1.327 -0.745 3.989
N 2.701 0.326 2.681
H 0.461 -1.242 4.141
H 2.154 -0.957 4.528
H 2.765 1.020 1.950
H 3.281 0.406 3.504
C -4.244 1.305 3.174
O -4.989 1.016 2.257
N -4.764 1.296 4.356
N -2.985 1.666 3.052
H -4.321 1.319 5.263
H -5.689 0.907 4.470
H -2.475 1.702 3.922
H -2.606 1.494 2.131
C -3.506 -0.827 -0.725
O -2.404 -0.738 -0.353
N -4.006 -1.920 -1.254
N -4.282 0.170 -0.790
H -4.782 -1.888 -1.899
H -3.425 -2.743 -1.329
H -3.764 0.819 -0.216
H -5.283 0.101 -0.677
C 2.051 4.051 3.002
O 2.022 3.607 1.873
N 1.212 5.005 3.375
N 2.594 3.540 4.044
H 0.552 5.381 2.709
H 1.035 5.273 4.332
H 2.400 4.049 4.895
H 3.386 2.927 3.916
C 0.123 -5.942 -2.614
O -0.713 -5.053 -2.610
N 0.130 -6.904 -3.461
N 1.189 -5.818 -1.807
H 0.749 -7.679 -3.269
H -0.603 -6.948 -4.153
H 1.190 -5.106 -1.090
H 1.984 -6.408 -2.009

Q: Among the records above, which one has the highest multiplicity?
A: C14H56N28O14V